ORCA calculation (ωB97M-V/def2-TZVPD) on a gas-phase ion, C5H10NS (charge +1) in a non-equilibrium geometry.

The max |F| comes out at 3.35 eV/A. Its spin multiplicity is 1. The value obtained for the total energy is -17660.50870 eV. Its energy above the lowest of the compared OMol25 structures with the same formula, charge and spin is 560.94 kJ/mol. As for the charge: +1. For the highest occupied orbital energy (spin up / spin down), the calculation gives -12.1 / -12.6 eV.

Structure (XYZ):
```
17
Properties=species:S:1:pos:R:3:forces:R:3
C 1.048 -1.044 2.060 0.999 1.562 0.142
C -0.007 -1.148 1.055 -0.243 1.268 2.025
C 0.334 0.105 0.339 -1.465 -1.547 -0.923
C -0.187 1.458 0.558 0.220 2.805 1.822
C -0.801 -0.225 -1.937 0.160 0.153 1.707
N 0.499 -0.202 -1.125 2.443 -0.905 0.046
S -0.388 -0.629 2.922 1.026 -0.490 -1.438
H 2.023 -0.441 1.977 -1.325 -1.339 0.344
H -0.560 -2.089 0.914 0.307 0.504 -0.741
H -0.127 1.672 1.743 -0.145 -0.278 -2.722
H -1.302 1.594 0.297 1.686 -0.074 0.230
H 0.504 2.296 -0.003 -1.828 -2.039 1.344
H -0.557 -0.461 -2.956 -0.104 -0.406 -0.312
H -1.410 -0.970 -1.372 0.138 0.558 -1.009
H -1.258 0.783 -1.880 0.335 -0.697 0.037
H 1.209 0.488 -1.534 -1.172 -1.258 0.514
H 0.980 -1.185 -1.057 -1.032 2.182 -1.068
```
Forces are in eV/Å.



ORCA calculation (ωB97M-V/def2-TZVPD) on 13 unconnected molecules or ions with the total composition C55H65N13 in a non-equilibrium geometry.

The max |F| comes out at 3.94 eV/A. Its spin multiplicity is 1. The value obtained for the total energy is -77454.38249 eV. Its energy above the lowest of the compared OMol25 structures with the same formula, charge and spin is 0.00 kJ/mol. As for the charge: 0. For the highest occupied orbital energy, the calculation gives -7.6 eV.

Structure (XYZ):
```
133
Properties=species:S:1:pos:R:3:forces:R:3
N -24.520 -7.067 9.837 0.248 0.467 1.251
C -25.658 -7.272 10.566 -0.494 -3.071 -2.280
C -25.921 -8.672 10.291 -1.618 1.851 2.400
C -24.826 -9.263 9.714 1.309 0.140 -1.320
C -23.956 -8.232 9.424 0.427 0.837 -0.423
H -24.172 -6.140 9.634 0.300 -0.089 0.269
H -26.222 -6.477 11.031 -0.025 -0.120 -0.280
H -26.815 -9.227 10.533 -0.057 0.206 0.383
H -24.690 -10.283 9.385 -0.109 0.020 0.250
H -22.967 -8.132 9.003 -0.055 -0.489 -0.249
N -27.147 -1.648 8.617 1.124 0.734 1.313
C -27.873 -1.142 7.643 -0.826 0.780 -3.773
C -27.063 -0.320 6.809 -0.993 -0.830 1.123
C -25.810 -0.213 7.443 -1.049 -1.359 1.737
C -25.942 -1.016 8.618 1.923 0.276 -1.234
H -27.440 -2.346 9.286 0.129 0.335 0.220
H -28.857 -1.514 7.397 -0.057 0.049 0.205
H -27.344 0.073 5.844 -0.163 0.155 0.209
H -24.962 0.343 7.071 0.044 -0.091 0.406
H -25.190 -1.302 9.339 -0.048 0.190 -0.006
N -26.582 1.074 14.388 1.997 2.139 -2.005
C -25.904 0.333 13.446 0.447 -0.669 -0.106
C -26.346 -0.974 13.536 0.411 1.248 -0.353
C -27.337 -0.944 14.516 -1.555 -0.661 0.816
C -27.477 0.344 15.006 -1.523 -2.213 0.820
H -26.536 2.082 14.411 0.088 -0.264 0.166
H -25.119 0.692 12.797 -0.047 0.411 0.227
H -26.002 -1.782 12.907 -0.062 -0.052 0.173
H -28.002 -1.759 14.759 0.103 -0.065 0.227
H -28.200 0.743 15.702 0.200 -0.008 -0.022
N -19.907 -7.334 12.940 2.034 -0.745 -2.532
C -19.346 -8.502 12.310 -0.860 1.573 2.165
C -17.994 -8.285 12.263 0.318 -1.137 -0.872
C -17.676 -6.961 12.599 -2.167 0.996 0.357
C -18.909 -6.354 12.903 0.422 -0.753 0.949
H -20.906 -7.226 13.037 0.296 0.429 -0.133
H -20.036 -9.306 12.100 0.473 -0.224 0.049
H -17.219 -8.982 11.981 -0.272 -0.286 -0.159
H -16.679 -6.547 12.613 -0.275 0.223 -0.026
H -19.131 -5.333 13.176 0.019 -0.076 0.102
N -17.584 -3.053 12.280 -0.927 0.959 1.685
C -18.937 -2.722 12.451 0.434 -0.339 -1.361
C -19.530 -2.885 11.179 -0.799 0.829 3.528
C -18.533 -3.297 10.361 0.816 -0.679 -3.588
C -17.339 -3.358 10.996 0.488 -0.377 -0.233
H -16.863 -2.907 12.972 -0.301 -0.095 -0.036
H -19.361 -2.385 13.385 0.188 -0.079 0.002
H -20.564 -2.666 10.956 0.131 -0.115 0.012
H -18.650 -3.520 9.311 0.026 0.032 -0.079
H -16.356 -3.587 10.611 -0.113 -0.048 0.184
N -22.671 -4.386 10.321 -0.607 -0.061 1.859
C -23.787 -4.018 9.650 -0.300 0.530 -1.032
C -24.846 -3.942 10.522 -0.750 0.376 -0.615
C -24.463 -4.402 11.818 2.546 1.020 -2.012
C -23.072 -4.543 11.621 -0.446 -0.979 2.030
H -21.726 -4.546 10.003 -0.210 -0.016 -0.152
H -23.784 -3.840 8.585 0.071 0.216 0.010
H -25.721 -3.407 10.183 -0.441 -0.765 0.349
H -25.010 -4.529 12.740 0.095 0.300 -0.177
H -22.384 -4.697 12.439 0.408 -0.312 -0.300
N -22.748 -3.469 15.198 1.289 2.676 -0.523
C -22.676 -2.322 14.354 -1.101 -2.378 0.400
C -22.064 -1.329 15.043 0.449 0.957 -0.955
C -21.615 -1.841 16.260 -0.477 -0.522 1.561
C -22.122 -3.110 16.374 -0.637 -1.089 -0.411
H -23.368 -4.256 15.073 -0.168 0.138 0.218
H -23.122 -2.434 13.377 0.031 0.530 0.066
H -21.988 -0.295 14.739 0.247 -0.148 -0.295
H -21.127 -1.321 17.071 0.001 0.080 -0.153
H -22.259 -3.790 17.203 0.561 0.123 0.152
N -19.299 -7.616 9.098 -0.632 -1.484 -1.896
C -19.527 -6.288 9.219 1.474 -0.897 1.467
C -20.391 -5.898 8.259 -0.752 0.940 -0.115
C -20.754 -7.037 7.531 0.423 -1.065 -0.518
C -20.001 -8.134 7.971 -0.971 1.976 1.632
H -18.653 -8.121 9.689 -0.206 0.051 -0.078
H -18.974 -5.872 10.049 -0.272 0.803 -0.218
H -20.800 -4.913 8.088 0.170 0.018 0.042
H -21.523 -6.985 6.775 0.194 -0.502 -0.162
H -20.231 -9.179 7.827 0.570 0.020 -0.060
N -26.087 -6.022 5.217 -0.442 0.665 0.337
C -26.855 -4.876 5.120 -0.156 0.153 1.404
C -27.125 -4.408 6.409 1.421 -0.827 -0.378
C -26.389 -5.285 7.305 -0.451 -0.240 -0.430
C -25.837 -6.296 6.571 0.245 0.403 -1.528
H -25.886 -6.540 4.374 0.253 -0.296 0.588
H -27.108 -4.446 4.162 -0.139 -0.205 0.053
H -27.658 -3.507 6.674 0.110 -0.100 -0.146
H -26.200 -5.283 8.368 -0.545 0.451 0.081
H -25.206 -7.118 6.872 -0.149 -0.004 -0.009
N -23.593 -3.480 5.852 1.137 1.863 0.124
C -22.408 -4.051 6.087 3.062 -1.736 -0.114
C -21.321 -3.123 6.138 -2.501 -2.978 0.335
C -21.951 -1.906 6.014 -1.051 1.066 -0.042
C -23.328 -2.128 5.840 0.211 1.127 -0.531
H -24.405 -3.917 5.441 -0.138 -0.041 0.523
H -22.298 -5.121 6.188 -0.260 -0.008 -0.200
H -20.290 -3.415 6.272 -0.097 0.248 0.090
H -21.367 -1.004 6.127 -0.681 0.466 -0.286
H -24.128 -1.433 5.631 0.158 -0.018 0.138
N -28.109 -3.833 10.970 -1.175 -0.019 -0.579
C -28.344 -4.117 12.260 -0.960 -1.283 -1.156
C -29.611 -4.519 12.739 0.249 0.776 -1.674
C -30.674 -4.543 11.813 0.841 0.842 -0.230
C -30.484 -4.110 10.449 0.974 -1.332 2.379
C -29.159 -3.850 10.080 -0.360 0.652 1.727
H -27.492 -4.305 12.897 0.323 0.677 0.137
H -29.681 -4.737 13.795 -0.400 -0.240 -0.054
H -31.643 -4.842 12.184 -0.211 0.012 -0.223
H -31.333 -4.130 9.782 0.208 0.147 -0.228
H -28.970 -3.501 9.076 0.260 -0.289 -0.208
N -25.117 -5.115 15.435 0.060 -1.095 -0.418
C -26.229 -4.689 16.095 0.883 -2.132 -1.316
C -27.456 -5.352 15.924 0.130 -0.532 -0.765
C -27.544 -6.489 15.027 1.649 2.450 2.549
C -26.336 -6.899 14.484 -1.064 -1.153 -0.691
C -25.122 -6.238 14.656 -1.886 2.132 1.138
H -25.975 -3.918 16.808 -0.707 0.347 -0.038
H -28.296 -4.984 16.493 -0.245 -0.110 -0.066
H -28.422 -7.111 14.938 -0.148 0.284 -0.143
H -26.532 -7.806 13.931 1.148 -0.207 -0.516
H -24.211 -6.453 14.117 0.030 -0.349 0.105
N -22.833 0.497 11.313 -0.051 0.289 -0.588
C -22.711 -0.706 10.668 0.503 2.034 0.283
C -21.918 -0.816 9.560 1.563 1.541 -1.011
C -21.172 0.321 9.135 -0.486 -0.572 1.007
C -21.253 1.550 9.818 -0.465 -1.669 -1.036
C -22.169 1.611 10.865 -0.582 -2.060 -0.409
H -23.250 -1.595 10.960 -0.373 0.196 0.734
H -21.773 -1.726 8.995 -0.326 -0.191 0.027
H -20.525 0.182 8.282 0.110 0.229 -0.090
H -20.703 2.381 9.401 -0.076 0.283 0.364
H -22.463 2.583 11.232 0.036 -0.126 0.709
```
Forces are in eV/Å.



ORCA calculation (ωB97M-V/def2-TZVPD) on a single C10H15N5O4 molecule in a non-equilibrium geometry.

The max |F| comes out at 4.39 eV/A. Its spin multiplicity is 1. The value obtained for the total energy is -26254.95113 eV. Its energy above the lowest of the compared OMol25 structures with the same formula, charge and spin is 156.16 kJ/mol. As for the SMILES: NC(=O)C[C@H](NC(=O)[C@@H](N)Cc1c[nH]cn1)C(=O)O. As for the charge: 0. For the highest occupied orbital energy, the calculation gives -9.2 eV.

Structure (XYZ):
```
34
Properties=species:S:1:pos:R:3:forces:R:3
N 3.424 -1.611 -1.118 -0.300 -0.706 -0.551
C 3.716 -0.543 -0.398 2.162 2.029 2.172
O 4.546 -0.505 0.524 -0.963 -0.563 -0.963
C 2.987 0.758 -0.738 0.289 0.241 1.623
C 2.026 1.070 0.452 0.337 0.760 -0.073
N 1.011 0.063 0.781 1.573 -0.216 4.088
C 0.370 -0.751 -0.064 0.282 0.612 0.980
O 0.540 -0.643 -1.247 -0.188 -0.476 -2.167
C -0.647 -1.704 0.553 0.203 1.097 0.903
N -0.813 -1.376 1.992 -3.004 -0.391 0.968
C -1.848 -1.663 -0.351 -0.186 0.189 -1.096
C -2.598 -0.351 -0.250 0.240 -0.824 -0.727
C -3.936 -0.214 -0.406 -1.238 0.126 -0.551
N -4.176 1.187 -0.477 -1.415 -1.104 0.466
C -3.004 1.774 -0.261 2.625 -1.983 0.583
N -1.988 0.859 -0.153 -1.621 2.023 0.081
C 1.508 2.539 0.229 0.056 -0.759 0.034
O 2.289 3.461 0.293 -0.824 -0.590 -0.153
O 0.212 2.684 -0.063 -0.360 -0.597 0.293
H 3.785 -2.536 -0.909 -0.130 0.489 -0.030
H 2.643 -1.453 -1.717 -0.475 -0.655 -0.521
H 3.666 1.632 -0.717 0.057 -0.800 -0.116
H 2.493 0.728 -1.671 -0.711 -0.023 -0.899
H 2.657 1.192 1.362 -0.308 -0.335 -0.723
H 1.128 -0.311 1.808 -0.883 1.030 -2.786
H -0.225 -2.662 0.517 0.699 -1.572 -0.181
H -1.494 -2.065 2.544 1.992 1.584 -1.935
H -1.369 -0.482 1.997 0.828 -0.934 0.243
H -1.475 -1.850 -1.425 -0.668 0.383 1.581
H -2.510 -2.470 -0.069 -0.328 -0.245 -0.081
H -4.657 -1.047 -0.550 0.350 1.295 0.041
H -5.094 1.683 -0.516 1.346 -0.881 0.068
H -2.827 2.774 0.032 -0.203 0.999 -0.368
H -0.342 1.836 0.015 0.764 0.799 -0.203
```
Forces are in eV/Å.